{
  "formula": "C66H139N5O21",
  "method": "ωB97M-V with the def2-TZVPD basis set",
  "smiles": "CC1(C)CCCC(C)(C)N1O.CC1(C)CCCC(C)(C)N1O.CC1(C)CCCC(C)(C)N1O.CC1(C)CCCC(C)(C)N1O.CC1(C)CCCC(C)(C)N1O.CCOC(=O)OC.CCOC(=O)OC.CCOC(=O)OC.CCOC(=O)OC.CCOC(=O)OC.CO",
  "multiplicity": 1,
  "symbols": ["C", "O", "H", "H", "H", "H", "C", "C", "C", "C", "C", "C", "N", "O", "C", "C", "C", "H", "H", "H", "H", "H", "H", "H", "H", "H", "H", "H", "H", "H", "H", "H", "H", "H", "H", "H", "C", "C", "C", "C", "C", "C", "N", "O", "C", "C", "C", "H", "H", "H", "H", "H", "H", "H", "H", "H", "H", "H", "H", "H", "H", "H", "H", "H", "H", "H", "C", "C", "C", "C", "C", "C", "N", "O", "C", "C", "C", "H", "H", "H", "H", "H", "H", "H", "H", "H", "H", "H", "H", "H", "H", "H", "H", "H", "H", "H", "C", "C", "C", "C", "C", "C", "N", "O", "C", "C", "C", "H", "H", "H", "H", "H", "H", "H", "H", "H", "H", "H", "H", "H", "H", "H", "H", "H", "H", "H", "C", "C", "C", "C", "C", "C", "N", "O", "C", "C", "C", "H", "H", "H", "H", "H", "H", "H", "H", "H", "H", "H", "H", "H", "H", "H", "H", "H", "H", "H", "C", "C", "O", "C", "O", "O", "C", "H", "H", "H", "H", "H", "H", "H", "H", "C", "C", "O", "C", "O", "O", "C", "H", "H", "H", "H", "H", "H", "H", "H", "C", "C", "O", "C", "O", "O", "C", "H", "H", "H", "H", "H", "H", "H", "H", "C", "C", "O", "C", "O", "O", "C", "H", "H", "H", "H", "H", "H", "H", "H", "C", "C", "O", "C", "O", "O", "C", "H", "H", "H", "H", "H", "H", "H", "H"],
  "coordinates": [[-5.417315, 3.978186, -0.939300], [-6.804259, 4.193755, -0.840008], [-5.075279, 4.481173, -1.853805], [-4.818046, 4.262418, -0.084725], [-5.185214, 2.925680, -1.028824], [-7.045395, 3.737168, -0.015092], [-4.175570, 0.294738, 5.656626], [-2.994330, -0.182893, 6.466562], [-2.657004, -1.598363, 5.958728], [-1.979140, -1.465380, 4.559468], [-0.694879, -0.555732, 4.661029], [-1.097217, 0.896164, 5.071901], [-1.831458, 0.777890, 6.367660], [-2.389465, 2.113578, 6.658860], [0.193288, 1.689760, 5.372209], [-1.909912, 1.632081, 4.033723], [-3.334419, -0.107736, 7.928479], [-4.195285, 0.043847, 4.602554], [-4.247899, 1.373049, 5.800598], [-5.018711, -0.289604, 6.037489], [-1.922999, -1.968590, 6.657140], [-3.528916, -2.272996, 5.988505], [-2.639821, -0.997171, 3.842202], [-1.571189, -2.410436, 4.261004], [-0.145657, -0.420958, 3.705732], [-0.027296, -0.932772, 5.432189], [-0.075809, 2.700214, 5.677334], [0.606211, 1.073941, 6.160153], [0.806708, 1.725194, 4.485541], [-1.221457, 1.811255, 3.207494], [-2.758014, 1.006849, 3.812489], [-2.130003, 2.583164, 4.490872], [-4.222825, -0.729407, 8.080273], [-3.557007, 0.932246, 8.159983], [-2.481960, -0.493996, 8.503682], [-1.895112, 2.444529, 7.413272], [-7.187031, 0.100832, 2.925854], [-6.427949, 0.885959, 1.892356], [-5.235771, 0.091152, 1.317807], [-5.742557, -1.107885, 0.478078], [-6.546029, -0.546802, -0.745303], [-7.781608, 0.216465, -0.230525], [-7.298626, 1.284002, 0.725369], [-8.410389, 2.088256, 1.115637], [-8.489415, 0.988640, -1.397149], [-8.747963, -0.739368, 0.398845], [-5.932384, 2.210189, 2.465438], [-6.579439, -0.171398, 3.784720], [-7.587238, -0.787999, 2.472604], [-7.966789, 0.702213, 3.407110], [-4.734877, 0.775262, 0.614324], [-4.466023, -0.151397, 2.056455], [-6.321112, -1.809514, 1.075735], [-4.837217, -1.558062, 0.048126], [-6.909458, -1.388247, -1.348727], [-5.929856, 0.152361, -1.323328], [-9.248781, 1.573950, -0.913693], [-7.757215, 1.611293, -1.892441], [-8.903918, 0.280445, -2.130878], [-9.207927, -1.433020, -0.321191], [-8.260423, -1.318234, 1.156707], [-9.518217, -0.119294, 0.849916], [-6.717081, 2.809501, 2.927442], [-5.426050, 2.870668, 1.759593], [-5.234973, 1.978112, 3.274296], [-8.967287, 1.639533, 1.791958], [-3.004608, 0.840549, -1.897867], [-1.723069, 0.917105, -1.050254], [-1.620937, -0.275851, -0.030909], [-0.224589, -0.261353, 0.615123], [0.901769, -0.488031, -0.475621], [0.856937, 0.682721, -1.470755], [-0.549500, 0.832439, -1.974718], [-0.614008, 1.983690, -2.887974], [1.300072, 1.990667, -0.853353], [1.693609, 0.381292, -2.686055], [-1.721346, 2.248067, -0.316880], [-3.833493, 1.061101, -1.252339], [-2.975307, -0.115266, -2.451525], [-2.939043, 1.568907, -2.702363], [-2.472663, -0.146876, 0.630052], [-1.817559, -1.176395, -0.626518], [-0.167792, -1.079242, 1.325271], [-0.041975, 0.656194, 1.183368], [0.722779, -1.405214, -1.056428], [1.899250, -0.565925, -0.034423], [1.003840, 2.083734, 0.174382], [2.376790, 2.069195, -0.959103], [0.866315, 2.787952, -1.447759], [1.440403, -0.601621, -3.087287], [1.699867, 1.219395, -3.382160], [2.733374, 0.370988, -2.327412], [-2.742556, 2.430179, 0.044194], [-1.602091, 2.979941, -1.104534], [-0.943287, 2.252202, 0.448515], [-0.805099, 1.547922, -3.730652], [2.136548, 5.924736, 2.802725], [3.332718, 5.392747, 2.048903], [4.469145, 6.470180, 1.820405], [5.084270, 6.928681, 3.169474], [5.665870, 5.744954, 3.891740], [4.624670, 4.571471, 4.156537], [3.904469, 4.289530, 2.876784], [2.878785, 3.339638, 3.112069], [5.305174, 3.243119, 4.518204], [3.664113, 4.879255, 5.328070], [2.928930, 4.861399, 0.681112], [1.531399, 6.387262, 2.041638], [2.371680, 6.534131, 3.661885], [1.640786, 5.017128, 3.125779], [5.157344, 6.032188, 1.088019], [3.961770, 7.343564, 1.388774], [4.293718, 7.461433, 3.700184], [5.872153, 7.668614, 3.005369], [6.049376, 5.953117, 4.897684], [6.559117, 5.356509, 3.387916], [5.822724, 2.710132, 3.721912], [6.029117, 3.449425, 5.300662], [4.519011, 2.573526, 4.861310], [3.244564, 5.882238, 5.258250], [2.842345, 4.171442, 5.336764], [4.220455, 4.820831, 6.253747], [2.705227, 5.647671, -0.027892], [2.013420, 4.316311, 0.765154], [3.809270, 4.367903, 0.284262], [3.165030, 2.492758, 2.736137], [0.107322, -4.087872, 3.199905], [0.614074, -4.881680, 2.002372], [1.765799, -4.058457, 1.223316], [2.544847, -4.979834, 0.234071], [3.206420, -6.125126, 1.007271], [2.113662, -7.006763, 1.694690], [1.201929, -6.134939, 2.541185], [0.087947, -6.961529, 3.022677], [1.173814, -7.696409, 0.663163], [2.751125, -8.002323, 2.645052], [-0.533017, -5.177804, 1.086454], [0.864319, -3.982341, 3.973974], [-0.799418, -4.541560, 3.599309], [-0.051148, -3.046766, 2.887568], [1.281832, -3.164692, 0.803681], [2.449175, -3.705457, 1.971753], [3.308878, -4.391467, -0.298688], [1.863312, -5.344298, -0.536509], [3.888752, -5.773709, 1.796853], [3.706195, -6.835161, 0.338409], [1.568337, -8.649311, 0.288004], [0.220066, -7.931043, 1.136220], [0.913191, -7.083215, -0.179180], [1.974690, -8.572764, 3.149419], [3.356374, -8.708192, 2.068592], [3.264921, -7.491174, 3.448217], [-1.164739, -5.990341, 1.442078], [-0.111932, -5.410280, 0.110507], [-1.092685, -4.240672, 0.947302], [0.211194, -6.878178, 3.972065], [5.764462, -0.930286, -1.567686], [5.231819, -0.093691, -0.414497], [4.680039, -0.995927, 0.590086], [4.143759, -0.426907, 1.678237], [3.991745, 0.797368, 1.866252], [3.706115, -1.354144, 2.525565], [3.056815, -0.898879, 3.729824], [6.216613, -0.217547, -2.263074], [4.993444, -1.480695, -2.091058], [6.635875, -1.518148, -1.321440], [4.374219, 0.488004, -0.759023], [5.921518, 0.603374, 0.040779], [2.680077, -1.783357, 4.208336], [2.348611, -0.083132, 3.669491], [3.892837, -0.540431, 4.316624], [-0.779123, -3.236650, -3.667790], [-0.008961, -3.198970, -4.983317], [0.182008, -4.565251, -5.413140], [0.662502, -4.826332, -6.667242], [0.875218, -5.916298, -7.182218], [0.813281, -3.650306, -7.408338], [1.220440, -3.910296, -8.731351], [-1.097227, -2.277461, -3.258531], [-0.241544, -3.883453, -2.973819], [-1.723808, -3.764408, -3.810859], [0.939475, -2.668749, -4.996572], [-0.677206, -2.826050, -5.749155], [1.499438, -3.005609, -9.257597], [0.439432, -4.503919, -9.222363], [2.065333, -4.607345, -8.641275], [-2.917845, -0.336578, -8.923770], [-2.340735, -1.618465, -8.220314], [-3.452211, -2.244594, -7.491478], [-3.657743, -1.861094, -6.195508], [-2.914469, -1.069568, -5.587073], [-4.802240, -2.390313, -5.733143], [-5.037751, -2.010940, -4.371894], [-3.145163, 0.437044, -8.212857], [-3.763261, -0.547214, -9.575715], [-2.013150, -0.046588, -9.476558], [-1.589731, -1.383649, -7.484030], [-2.005286, -2.395154, -8.921028], [-4.128247, -2.123982, -3.781722], [-5.921350, -2.536617, -4.047919], [-5.398686, -0.990270, -4.433884], [7.153526, 3.803084, 0.798317], [7.025550, 4.055187, -0.655394], [6.164585, 3.074029, -1.278892], [6.021166, 3.184468, -2.592810], [6.531559, 4.016067, -3.271481], [5.222624, 2.220661, -3.012974], [4.878057, 2.298729, -4.420276], [7.872361, 4.436705, 1.292136], [7.549281, 2.808986, 0.973380], [6.155647, 3.772355, 1.183612], [7.984410, 3.995662, -1.186537], [6.553084, 5.015611, -0.890132], [4.464608, 3.288160, -4.592276], [4.199730, 1.497017, -4.646886], [5.817402, 2.204049, -4.935392], [0.964318, 0.156542, -6.378897], [2.061029, -0.059279, -7.488888], [3.320918, 0.314696, -6.928719], [3.960367, -0.752959, -6.424376], [3.425295, -1.825740, -6.108254], [5.216104, -0.475988, -6.107910], [5.966715, -1.412809, -5.382235], [0.966428, 1.248784, -6.286617], [1.128686, -0.344811, -5.433089], [-0.001551, -0.068980, -6.824533], [1.838940, 0.737694, -8.177221], [2.069492, -1.088752, -7.849187], [5.499344, -1.655691, -4.440278], [6.914534, -0.927162, -5.257176], [5.988196, -2.268294, -6.039428]],
  "atomic_forces_ev_per_a": [[0.3, -0.2, -1.0], [0.1, -0.2, 1.0], [0.1, -0.1, 0.4], [0.0, 0.8, 0.4], [-0.1, -0.6, -0.4], [-0.5, 0.1, -0.4], [-0.9, -0.1, 0.3], [0.3, 0.7, -1.0], [1.2, 1.2, -0.4], [1.4, 0.6, 1.2], [-1.5, 1.2, 0.0], [0.3, -0.3, 0.7], [0.3, 0.2, -0.1], [0.3, -0.8, -0.4], [-1.4, -0.8, 0.1], [1.1, -0.4, 0.2], [-0.3, -0.9, 0.1], [0.4, 0.1, -0.2], [-0.7, -0.2, -0.1], [-0.4, 0.6, 0.2], [0.4, -0.6, 0.2], [0.2, 0.5, -0.1], [-0.2, -0.5, -0.4], [-0.5, -0.7, -0.5], [-0.4, -0.6, 0.4], [0.2, -0.2, 0.0], [0.3, 0.0, 0.2], [0.8, 0.5, 0.4], [0.4, 0.1, -0.2], [-0.4, -0.1, -0.5], [-0.3, 0.5, -0.7], [-0.7, 0.3, -0.2], [0.1, 0.1, 0.4], [-0.1, -0.2, 0.3], [-0.3, 0.2, 0.1], [0.2, -0.3, 0.1], [-0.1, 0.2, 0.9], [0.0, 1.2, -0.7], [-0.9, 0.3, -1.0], [1.1, 1.2, -1.0], [-0.4, -0.1, 1.5], [0.6, 0.8, -1.0], [-0.1, -0.7, -0.6], [0.1, -0.1, 0.7], [0.8, -1.3, 0.7], [-0.7, -0.1, -0.2], [0.3, 0.0, 0.9], [0.5, -0.2, -0.1], [-0.1, -0.1, 0.6], [-0.3, -0.1, -0.4], [-0.1, -0.1, 0.2], [-0.4, -0.2, 0.3], [0.2, -0.2, -0.2], [-0.3, -0.5, 0.3], [0.2, 0.3, -0.2], [0.0, -0.4, 0.0], [-0.5, 0.4, -0.4], [0.0, 0.4, -0.1], [0.0, 0.2, 0.3], [0.1, 0.4, 0.1], [-0.3, -0.5, 0.0], [-0.5, -0.4, 0.2], [-0.2, -0.2, -0.1], [0.0, -0.4, -0.2], [0.2, 0.1, 0.0], [0.6, 0.0, -0.5], [1.8, -0.6, -0.7], [0.7, -0.1, 0.1], [0.4, 1.2, -1.7], [0.4, -1.1, -0.7], [-1.4, 0.7, 0.2], [-1.2, 0.5, -0.1], [-0.7, -0.7, -0.7], [0.2, -1.0, 0.6], [0.6, 0.0, -0.6], [1.2, 0.1, 0.6], [-0.8, -0.3, -0.3], [-0.7, -0.4, -0.1], [-0.7, 0.0, 0.6], [-0.2, 0.4, 0.2], [0.1, -0.1, 0.5], [0.3, -0.2, 0.3], [0.1, -0.2, 0.3], [0.0, -0.2, -0.1], [-0.1, 0.0, 0.4], [-0.1, 0.1, 0.1], [0.1, 0.2, 0.4], [0.3, 0.2, 0.4], [0.0, 0.3, 0.1], [0.0, 0.2, -0.4], [-0.4, -0.3, -0.3], [0.0, -0.4, -0.2], [0.4, 0.0, 0.6], [0.5, 0.6, 0.2], [-0.5, 0.6, -0.1], [0.1, 0.1, 0.2], [-0.2, -0.4, -0.9], [1.4, 0.7, 1.1], [-1.2, -0.3, 0.9], [0.1, -0.1, -1.2], [-0.5, -1.7, 1.3], [-0.2, 0.1, -1.2], [1.1, -0.2, -1.1], [-0.3, -0.3, 0.2], [0.1, 0.3, 0.1], [0.4, 0.7, -0.5], [0.6, 0.6, 0.4], [-0.7, 0.8, 0.2], [-0.1, 0.4, -0.1], [-0.5, 0.2, 0.3], [0.3, 0.3, 0.3], [0.2, -0.2, -0.3], [0.1, -0.2, 0.3], [0.0, 0.0, -0.1], [-0.1, 0.5, 0.0], [-0.4, -0.1, -0.4], [0.0, 0.4, -0.4], [0.0, -0.2, 0.4], [0.2, -0.1, 0.3], [0.1, 0.0, 0.1], [0.0, -0.1, 0.0], [0.1, -0.1, 0.3], [0.0, 0.7, 0.1], [-0.2, -1.1, -0.1], [-0.3, -0.8, -0.2], [0.4, 0.3, -0.2], [0.5, 0.7, -0.3], [1.4, -0.1, -0.1], [-1.1, -1.6, 0.6], [0.1, 1.1, 0.4], [-1.5, -0.7, 0.4], [-1.7, 0.8, -0.3], [0.8, -0.1, 0.5], [0.9, 0.6, 0.0], [0.4, -0.9, 0.3], [-0.7, -0.3, -0.3], [-0.2, 0.9, -1.1], [0.1, -0.4, 0.2], [0.0, 0.2, 0.1], [-0.5, -0.2, -0.1], [0.2, -0.4, -0.3], [0.5, 0.3, 0.5], [-0.2, -0.1, 0.2], [0.1, -0.1, 0.0], [-0.1, 0.0, -0.4], [0.3, 0.4, 0.1], [0.2, 0.2, 0.0], [0.2, -0.1, 0.1], [0.3, 0.3, -0.4], [-0.2, -0.2, -0.1], [0.3, 0.2, 0.3], [0.6, 0.1, -0.1], [0.0, 0.3, -0.1], [-0.4, -0.2, -0.1], [-0.2, -0.3, 0.1], [-0.1, -0.1, 0.1], [0.8, 1.3, 0.1], [-1.2, -0.4, -0.3], [0.1, 0.1, 1.1], [-0.8, 2.4, 0.0], [0.6, -2.4, -0.6], [-0.4, -0.1, -0.9], [1.7, 0.2, 0.3], [-0.4, 0.2, -0.2], [-0.1, -0.3, 0.1], [-0.1, -0.7, 0.5], [0.2, 0.2, -0.1], [0.4, -0.1, 0.1], [-0.4, -0.3, 0.0], [-0.3, -0.1, -0.7], [-0.1, 0.3, 0.6], [0.0, -1.0, -0.2], [-1.2, 0.1, -0.6], [1.3, -1.4, -1.3], [-0.3, 0.4, -1.0], [-0.6, 1.9, 2.0], [-0.5, -0.6, 1.7], [0.5, -1.7, -0.1], [0.7, 0.2, -0.1], [0.1, 0.5, 0.4], [0.0, -0.1, -0.4], [0.0, 0.0, 0.2], [0.1, 0.9, -0.1], [-0.2, 0.2, 0.2], [0.1, 0.5, -0.3], [0.1, 0.4, -0.5], [2.1, -1.6, 0.2], [-2.3, 0.5, 0.2], [-0.3, -0.2, 1.4], [1.5, 1.6, -0.7], [-1.6, -1.9, -1.1], [1.4, -0.1, -0.5], [-0.7, 0.7, -0.5], [-0.2, 0.2, 0.4], [0.2, -0.1, 0.0], [-0.6, 0.6, -0.4], [0.4, 0.2, 0.0], [-0.1, 0.4, 0.2], [-0.4, 0.0, 0.2], [0.2, -0.8, 0.2], [0.5, 0.5, 0.5], [0.0, -1.4, -0.2], [0.5, 0.6, -1.7], [-0.1, -0.6, 0.9], [-0.1, -0.3, 0.8], [0.6, 1.0, -0.9], [-0.9, -0.7, -0.1], [0.8, 0.7, 0.9], [-0.3, 0.7, 0.1], [0.1, -0.4, -0.1], [-0.5, 0.5, 1.0], [-0.1, 0.2, 0.2], [0.4, 0.1, 0.2], [-0.2, -0.1, -0.3], [-0.2, -0.2, 0.1], [0.1, -0.1, -0.7], [0.7, 0.7, -1.6], [-1.8, 0.4, 2.0], [1.4, -1.2, -0.3], [-1.0, -1.9, 2.3], [0.8, 1.8, -1.1], [-0.9, 2.2, -1.0], [-0.4, -0.5, -0.6], [-0.1, -0.1, 0.7], [0.1, -0.1, -0.1], [-0.2, -0.3, 0.2], [0.2, -0.3, -0.9], [0.1, 0.3, -0.3], [-0.1, -0.1, 0.3], [0.5, -0.1, 0.2], [0.6, -0.7, 0.3]]
}

{
  "formula": "C4H6N2",
  "method": "ωB97M-V with the def2-TZVPD basis set",
  "e_above_lowest_kcal_mol": 74.66,
  "multiplicity": 1,
  "symbols": ["N", "C", "C", "N", "C", "C", "H", "H", "H", "H", "H", "H"],
  "coordinates": [[-1.789939, 0.647387, -0.117931], [-0.427515, 0.123010, 0.001275], [0.481131, 1.133575, -0.243749], [1.660726, 0.438513, -0.119320], [1.489027, -0.899208, 0.173748], [0.141769, -1.151666, 0.260523], [-2.356701, 0.639219, 0.734368], [-2.351233, 0.261732, -0.881468], [-1.414105, 1.606494, -0.344587], [2.562294, 0.869938, -0.237309], [2.332049, -1.565097, 0.298419], [-0.327501, -2.103896, 0.476032]],
  "atomic_forces_ev_per_a": [[-0.3, -0.1, 0.0], [0.2, 0.2, -0.1], [0.2, -0.4, 0.1], [0.2, 0.0, 0.0], [0.1, 0.0, 0.0], [0.0, 0.0, 0.0], [0.2, 0.1, -0.1], [0.2, 0.1, 0.1], [-0.7, 0.0, 0.0], [-0.1, -0.1, 0.0], [-0.1, 0.0, 0.0], [0.1, 0.2, 0.0]]
}

no.,LUMO (eV),maximum force (eV Å⁻¹),DFT total energy (hartree)
1,0.459,3.11,-4451.7196
2,0.416,0.69,-265.4166